(1)
Formula: C6H8INO5
Source: the OMol25 dataset
Level of theory: ωB97M-V/def2-TZVPD

XYZ file:
```
21
Properties=species:S:1:pos:R:3:forces:R:3
C -3.29847 1.83381 1.61949 0.010 0.187 0.326
C -3.08560 1.82447 0.21575 2.441 -0.926 -0.273
C 1.42964 -0.23064 0.33994 -0.191 -1.917 0.125
C 0.29312 0.23937 -0.55403 0.809 -0.343 1.294
C -0.98338 -0.09536 0.25143 -2.093 1.008 -2.336
C -2.26954 0.63388 -0.33955 -0.700 0.432 -2.220
N -3.07494 1.93780 2.73187 -0.136 0.030 1.317
O -3.25607 2.76232 -0.50347 -1.094 1.129 -0.519
O 1.54741 0.60674 1.42970 -0.223 0.872 1.408
O 0.53550 -0.38277 -1.79443 0.220 -0.824 1.603
O -1.28569 -1.43792 0.27101 1.783 -1.502 -0.561
O -2.08269 0.97384 -1.69815 -0.106 -0.585 1.491
I -4.10492 -0.66687 -0.00745 0.186 -0.070 -0.387
H 1.17630 -1.29274 0.68596 0.619 1.088 -0.573
H 2.36838 -0.20490 -0.18437 0.274 -0.392 -0.729
H 0.38414 1.30428 -0.59254 -0.081 0.885 -0.341
H -0.87969 0.32400 1.20658 0.471 0.316 1.694
H 2.03893 0.15490 2.12367 -0.082 0.161 -0.059
H -0.01620 0.04307 -2.40802 -1.330 0.741 -1.551
H -0.61148 -1.84990 -0.32820 -1.015 0.066 0.572
H -2.56910 1.83347 -1.77703 0.239 -0.355 -0.281
```
Positions in Å, forces in eV/Å.

Results
**Gap between HOMO and LUMO**: 0.3309 hartree
**Charge**: 0
**HOMO energy**: -9.83 eV
**Energy relative to the best compared isomer or geometry (same formula, charge and spin)**: 0.00 kJ/mol
**Max |F|**: 3.29 eV/A


(2)
Formula: C2H9O2
Source: the OMol25 dataset
Level of theory: ωB97M-V/def2-TZVPD

XYZ file:
```
13
Properties=species:S:1:pos:R:3:forces:R:3
O -1.73319 0.46780 1.64607 -0.133 0.439 0.206
H -1.11582 0.64635 -0.58559 -0.107 -0.189 0.179
H -1.68605 0.08922 2.53723 0.207 -0.293 -0.342
H -2.20093 1.29389 1.83640 0.001 -0.030 -0.264
C 0.89073 0.30689 -0.94950 -0.187 -0.761 0.343
O -0.59255 0.28423 -1.33263 -0.266 0.225 0.036
C 1.16008 -0.80459 0.06589 1.268 0.716 -0.817
H 0.98678 1.31550 -0.60159 0.177 0.429 0.212
H 1.40649 0.17216 -1.88507 -0.035 0.066 -0.330
H -0.96110 -0.59418 -1.55790 0.252 0.115 0.014
H 1.66046 -0.41736 0.95461 -0.839 0.100 0.300
H 1.95990 -1.42904 -0.34299 -0.576 -0.432 -0.155
H 0.22521 -1.33087 0.21508 0.236 -0.385 0.615
```
Positions in Å, forces in eV/Å.

Results
**Gap between HOMO and LUMO**: 0.4501 hartree
**Charge**: +1
**HOMO energy**: -16.14 eV
**Energy relative to the best compared isomer or geometry (same formula, charge and spin)**: 67.98 kJ/mol
**Max |F|**: 1.67 eV/A


(3)
Formula: C2H3O2Se
Source: the OMol25 dataset
Level of theory: ωB97M-V/def2-TZVPD

XYZ file:
```
8
Properties=species:S:1:pos:R:3:forces:R:3
C 0.60283 0.40685 0.02289 0.433 1.175 -2.126
C -0.45164 -0.34271 -0.57060 0.422 -3.025 0.341
O 0.52162 1.06855 1.14870 -1.528 -0.627 2.129
O 1.44510 0.70198 -0.77161 3.315 0.972 -1.024
Se -2.05999 -0.29913 0.14088 -2.617 0.126 0.901
H 0.63125 -1.85815 0.16337 -0.885 1.242 -0.778
H -0.31521 -0.47680 -1.64990 0.179 -0.187 0.699
H -0.37395 0.79940 1.51626 0.682 0.324 -0.142
```
Positions in Å, forces in eV/Å.

Results
**Gap between HOMO and LUMO (spin up / spin down)**: 0.2482 / 0.2399 hartree
**Charge**: -1
**HOMO energy (spin up / spin down)**: -3.16 / -2.93 eV
**Energy relative to the best compared isomer or geometry (same formula, charge and spin)**: 302.76 kJ/mol
**Max |F|**: 3.60 eV/A


(4)
Formula: C21H25BN12O3STi
Source: the OMol25 dataset
Level of theory: ωB97M-V/def2-TZVPD

XYZ file:
```
64
Properties=species:S:1:pos:R:3:forces:R:3
Ti -0.21840 1.20475 -0.13998 0.203 0.304 -0.162
C -2.88474 -1.39002 2.19554 -0.032 -0.040 -0.052
C -2.46026 -0.13165 1.78889 0.190 0.037 -0.018
N -1.33073 -0.23580 1.06705 -0.351 -0.165 -0.061
N -1.04614 -1.55364 0.97889 0.113 0.039 0.005
C -1.95251 -2.26602 1.65989 -0.049 0.011 -0.020
B 0.22819 -2.06878 0.22941 -0.147 0.011 0.067
N 0.08105 -1.68788 -1.27056 -0.092 0.139 0.016
C 0.33663 -2.33275 -2.41707 0.067 -0.002 0.033
C 0.16258 -1.45807 -3.47469 0.049 -0.002 -0.028
C -0.17956 -0.25314 -2.88048 0.028 0.008 0.071
N -0.22690 -0.39347 -1.54938 -0.058 -0.153 -0.052
N 1.43216 -1.23617 0.74829 0.040 -0.133 -0.011
C 2.65109 -1.61050 1.15206 0.042 0.048 0.060
C 3.44328 -0.47871 1.27818 -0.031 0.026 0.002
C 2.62029 0.57142 0.90269 -0.031 -0.044 0.001
N 1.40367 0.10799 0.57979 0.140 0.013 0.147
N 0.36332 -3.53225 0.49233 0.192 -0.009 0.051
C -0.18844 -4.62255 -0.11238 -0.091 0.015 0.020
C 0.00147 -5.70073 0.70731 -0.032 0.008 -0.040
C 0.67271 -5.17404 1.82803 0.018 0.040 0.044
N 0.87457 -3.87618 1.70989 0.003 -0.090 -0.054
H -3.74406 -1.63465 2.79495 0.012 -0.003 0.006
H -2.88354 0.84154 1.98437 0.017 -0.010 0.045
H -1.87312 -3.33917 1.72711 0.005 -0.003 0.021
H 0.66513 -3.35721 -2.42031 -0.060 -0.068 0.030
H 0.29599 -1.66449 -4.52172 -0.012 -0.004 0.003
H -0.36426 0.70922 -3.33100 -0.028 -0.007 -0.003
H 2.86829 -2.64841 1.33616 -0.015 0.016 -0.007
H 4.47543 -0.43406 1.57780 0.000 -0.008 -0.001
H 2.82736 1.62712 0.84474 0.014 0.016 -0.029
H -0.70906 -4.55843 -1.05206 0.040 0.030 -0.077
H -0.29469 -6.71911 0.52689 0.001 0.002 0.001
H 1.01397 -5.69225 2.71020 -0.002 0.006 -0.003
O 1.44984 4.02820 -2.27214 0.015 0.022 -0.004
N 1.42447 3.74899 -1.18512 0.054 0.110 0.013
O 0.84509 2.30540 -1.00076 -0.231 -0.161 0.049
S -0.43228 2.65655 1.85851 0.127 -0.055 0.086
C 0.57884 1.93480 3.09382 -0.073 -0.015 -0.029
N 0.37101 0.71265 3.54770 0.046 0.004 -0.054
C 1.18954 0.08583 4.59261 -0.028 0.010 0.000
C 1.72067 1.16704 5.51558 -0.007 0.012 0.015
C 2.42666 2.23199 4.69624 -0.001 0.013 -0.029
N 1.54924 2.67351 3.60363 0.007 0.019 0.049
H -0.37835 0.19124 3.12185 -0.029 -0.009 -0.021
H 2.00392 -0.47358 4.12697 -0.002 -0.001 -0.015
H 0.55768 -0.61777 5.13034 -0.004 -0.006 -0.013
H 2.41649 0.73533 6.23245 -0.001 0.001 0.000
H 0.89656 1.61201 6.07573 0.007 0.001 -0.002
H 3.35136 1.84233 4.26600 0.020 0.008 0.022
H 2.67127 3.10200 5.30141 0.003 0.003 -0.004
H 1.63305 3.61128 3.24440 0.026 0.011 -0.018
O -1.87101 1.84694 -0.85696 -0.100 -0.053 -0.164
N -3.11968 1.50455 -1.19170 0.028 0.004 0.163
C -3.97776 2.51584 -1.40867 -0.032 -0.010 -0.009
C -5.27824 2.23888 -1.75872 -0.010 0.053 -0.014
C -5.68697 0.91856 -1.88336 -0.015 -0.021 0.010
C -4.77460 -0.09922 -1.64962 0.021 0.025 0.000
C -3.47944 0.21378 -1.29941 0.008 0.018 -0.016
H -3.56388 3.50510 -1.28659 -0.003 0.001 -0.005
H -5.95767 3.06066 -1.93231 0.000 -0.005 0.002
H -6.70649 0.68720 -2.15907 0.001 -0.003 -0.001
H -5.05348 -1.13928 -1.73388 0.000 -0.002 -0.008
H -2.70606 -0.51125 -1.10585 0.031 -0.006 -0.004
```
Positions in Å, forces in eV/Å.

Results
**Gap between HOMO and LUMO**: 0.2780 hartree
**Charge**: +2
**HOMO energy**: -14.07 eV
**Energy relative to the best compared isomer or geometry (same formula, charge and spin)**: 9.20 kJ/mol
**Max |F|**: 0.40 eV/A


(5)
Formula: C5H5FS2
Source: the OMol25 dataset
Level of theory: ωB97M-V/def2-TZVPD

XYZ file:
```
13
Properties=species:S:1:pos:R:3:forces:R:3
C -1.03729 -0.16494 -0.51579 0.622 0.576 -0.214
C 0.25130 -0.97768 -0.46349 0.015 -0.118 0.454
C 1.44839 -0.10596 -0.19152 -0.162 0.417 0.255
C 1.37003 0.98905 0.57514 0.556 -0.561 -0.430
C -1.34376 0.56638 0.78417 -0.217 -0.023 -0.026
H -0.94065 0.61005 -1.30354 -0.085 -0.214 0.278
H 0.38720 -1.50304 -1.41076 -0.178 0.000 0.089
H 0.12194 -1.73297 0.33766 0.191 0.163 -0.349
H 2.40378 -0.37622 -0.64954 -0.314 0.135 0.197
H 2.26312 1.59019 0.75510 -0.351 -0.036 0.021
F -2.06723 -0.98932 -0.85735 -0.313 -0.233 -0.083
S -0.04768 1.52610 1.46209 -0.132 -0.144 -0.101
S -2.80916 0.56837 1.47783 0.367 0.037 -0.093
```
Positions in Å, forces in eV/Å.

Results
**Gap between HOMO and LUMO**: 0.3069 hartree
**Charge**: 0
**HOMO energy**: -8.80 eV
**Energy relative to the best compared isomer or geometry (same formula, charge and spin)**: 0.00 kJ/mol
**Max |F|**: 0.90 eV/A
**SMILES**: F[C@@H]1CC=CSC1=S


(6)
Formula: C5H10N2O
Source: the OMol25 dataset
Level of theory: ωB97M-V/def2-TZVPD

XYZ file:
```
18
Properties=species:S:1:pos:R:3:forces:R:3
C -2.77084 -0.52628 0.18310 -0.583 1.365 3.449
C -0.58243 0.16003 -0.19545 -1.590 4.197 -2.628
C 0.60901 0.53992 0.26992 -4.861 2.991 -1.598
C 1.04608 1.78171 -0.38597 4.299 3.179 -4.257
C 1.97427 -1.42317 0.12282 0.185 -1.045 -1.310
H -3.43258 -1.56857 0.17953 1.824 3.225 -0.223
H -2.60659 -0.05012 1.28765 -1.228 -1.641 -2.142
H -3.30391 0.63590 -0.27734 2.083 -4.113 0.150
H -1.20477 0.77057 -0.99067 1.954 -0.355 1.600
H 0.35747 2.35387 -1.15642 0.849 -1.820 1.760
H 1.62903 2.87632 0.08103 -1.402 -4.052 -0.610
H 1.89162 1.10157 -1.20665 -1.718 2.920 2.109
H 1.72225 -0.01387 2.06431 -0.957 -0.971 -4.765
H 3.42199 -1.57029 0.23339 -4.788 0.413 -0.271
H -0.07276 -1.75739 -0.41679 4.717 -1.847 -1.409
N 1.37599 -0.25680 0.95107 5.498 -4.391 5.104
N 1.24835 -2.13983 -0.74980 -0.952 3.995 4.859
O -1.30221 -0.91359 0.00629 -3.331 -2.048 0.183
```
Positions in Å, forces in eV/Å.

Results
**Gap between HOMO and LUMO**: 0.3225 hartree
**Charge**: 0
**HOMO energy**: -8.23 eV
**Energy relative to the best compared isomer or geometry (same formula, charge and spin)**: 1074.50 kJ/mol
**Max |F|**: 8.69 eV/A